{
  "formula": "C4H2Br2N2O4S",
  "method": "ωB97M-V/def2-TZVPD",
  "gap_ev": 8.686,
  "energy_ev": -166262.8835,
  "e_above_lowest_kcal_mol": 7.94,
  "symbols": ["O", "N", "O", "C", "C", "Br", "S", "C", "C", "Br", "N", "O", "O", "H", "H"],
  "coordinates": [[1.0909, -2.3293, -0.3788], [1.6967, -1.2555, -0.3421], [2.8950, -1.0732, -0.4627], [0.9066, -0.1352, -0.0667], [1.2459, 1.1392, 0.0457], [2.9769, 1.7193, -0.2761], [0.0613, 2.3008, 0.7181], [-1.1941, 0.9959, 0.9107], [-0.7031, -0.3416, 0.2491], [-1.0259, -1.9601, 1.2120], [-1.2431, -0.4581, -1.0801], [-2.1495, -1.2250, -1.2864], [-0.9056, 0.3955, -1.8382], [-2.2207, 1.1965, 0.6241], [-1.4313, 1.0306, 1.9714]],
  "forces_ev_per_a": [[1.407, 0.633, -0.806], [0.199, -0.883, -0.078], [-0.219, -0.906, -0.115], [-4.049, 0.518, 1.536], [0.435, 0.869, 0.809], [-0.071, 0.861, 0.035], [0.653, -0.944, -1.261], [-0.431, -0.585, 0.417], [4.153, 0.274, 1.786], [-0.834, 0.470, 1.062], [-3.144, -0.102, -0.825], [-0.085, -0.784, -0.106], [1.037, 1.256, -1.530], [0.089, 0.542, -1.345], [0.862, -1.220, 0.420]],
  "nbo_charge": [-0.382, 0.501, -0.362, -0.076, -0.167, 0.219, 0.375, -0.577, -0.012, 0.168, 0.478, -0.335, -0.356, 0.262, 0.264]
}